Record 1
ORCA calculation (the ωB97M-V functional and the def2-TZVPD basis) on a structure of composition C5H10N2O3 at a distorted geometry.

Atoms and positions in Å:
C  1.487  0.568  -2.201
C  0.620  0.122  -1.015
C  -0.659  0.068  0.964
C  -1.239  1.167  1.906
C  -0.421  -1.251  1.878
H  2.070  -1.039  -3.157
H  0.016  -0.909  -3.543
H  1.360  1.630  -2.304
H  2.488  0.278  -1.941
H  0.854  1.481  0.688
H  -1.298  -0.133  0.030
H  0.542  -1.124  2.314
H  -1.140  -1.485  2.696
H  -0.347  -2.269  1.440
H  -3.053  0.194  2.148
N  1.333  -0.055  -3.538
N  0.613  0.474  0.427
O  -0.195  -0.772  -1.425
O  -0.751  2.245  2.045
O  -2.281  0.811  2.588

Output
Total energy ... -531.57508 Eh
2S+1 ... 1
Molar mass ... 146.1 g/mol
Kohn-Sham gap ... 10.18 eV
HOMO level ... -9.958 eV
LUMO ... 0.226 eV
Energy above the lowest of the compared OMol25 structures with the same formula, charge and spin ... 603.7 kJ/mol

Record 2
ORCA calculation (the ωB97M-V functional and the def2-TZVPD basis) on an isolated molecule of C5H10N2O3 at a distorted geometry.

Atoms and positions in Å:
C  -0.123  0.976  -0.671
C  -0.476  1.353  -2.051
C  1.564  -0.358  1.772
N  1.540  -0.489  0.321
C  0.276  -0.457  -0.426
C  -1.263  -0.481  0.511
N  -1.612  -1.786  0.527
O  0.143  1.918  0.212
O  0.189  -1.288  -1.406
O  -1.908  0.312  1.185
H  0.099  2.806  -0.181
H  1.981  -1.343  -0.004
H  -2.457  -2.092  0.982
H  -0.962  -2.403  0.041
H  -0.178  2.372  -2.312
H  -1.553  1.213  -2.188
H  -0.014  0.667  -2.770
H  2.609  -0.384  2.089
H  1.158  0.602  2.084
H  0.987  -1.138  2.285

Output
Total energy ... -531.65074 Eh
2S+1 ... 1
Molar mass ... 146.1 g/mol
Kohn-Sham gap (spin up / spin down) ... 7.53 / 7.53 eV
HOMO level (spin up / spin down) ... -7.868 / -7.868 eV
LUMO (spin up / spin down) ... -0.336 / -0.335 eV
Energy above the lowest of the compared OMol25 structures with the same formula, charge and spin ... 405.0 kJ/mol

Record 3
ORCA calculation (the ωB97M-V functional and the def2-TZVPD basis) on an isolated molecule of C5H10N2O3 at a distorted geometry.

Atoms and positions in Å:
C  0.045  -1.159  -1.707
C  0.194  -0.749  -0.241
N  0.937  -1.621  0.532
O  -0.441  -2.479  -1.811
O  -1.020  -0.430  0.333
H  -0.996  -2.649  -1.032
H  0.973  -1.344  1.510
H  1.875  -1.755  0.173
H  -0.620  -0.434  -2.190
H  1.017  -1.128  -2.206
C  -1.734  1.716  1.168
C  -0.692  0.638  1.294
C  0.996  0.899  -0.300
N  2.201  0.877  0.053
O  -0.022  0.406  2.265
H  2.782  1.625  -0.331
H  0.537  1.647  -0.968
H  -1.276  2.678  0.960
H  -2.291  1.753  2.107
H  -2.464  1.509  0.390

Output
Total energy ... -531.67251 Eh
2S+1 ... 1
Molar mass ... 146.1 g/mol
Kohn-Sham gap ... 8.86 eV
HOMO level ... -8.879 eV
LUMO ... -0.021 eV
Structure (SMILES) ... [H]/N=C/[C@](N)(CO)OC(C)=O
Energy above the lowest of the compared OMol25 structures with the same formula, charge and spin ... 347.9 kJ/mol